1.
# C24H33BrF14N3O10PS

A 4-piece molecular cluster, C24H33BrF14N3O10PS overall in a non-equilibrium geometry (ωB97M-V with the def2-TZVPD basis set, OMol25).

Geometry as XYZ:
```
87
Properties=species:S:1:pos:R:3:forces:R:3:mulliken_charge:R:1
C -0.111332 6.368550 -4.658676 2.7 1.1 9.3 -0.7017
C 0.357141 6.519870 -3.333737 -2.9 -1.5 -8.4 -0.0519
C 1.051071 6.471300 -1.846581 0.2 0.3 -1.2 -0.6094
C 1.197635 4.946532 -1.216382 2.0 -0.1 0.0 0.5296
N 2.039158 5.133587 0.064883 -0.8 0.1 -1.1 -0.5161
C 2.116561 4.092334 -2.245121 0.4 -0.5 -0.7 -0.8647
C 1.348602 3.275326 -3.428175 0.6 -0.8 -1.7 -0.4593
N 1.075231 1.803404 -3.115882 0.0 1.0 -0.1 -0.2987
C -0.207693 4.272287 -0.726381 -1.6 3.1 0.2 -0.7643
O -1.238888 4.114701 -1.749295 0.9 0.5 1.9 -0.0418
C -2.542599 4.657670 -1.392049 -1.7 -1.1 0.8 -0.5947
C -3.243853 4.042294 -0.043787 -1.0 0.3 -0.5 -0.2487
C -4.163697 2.679543 -0.351766 -5.0 -1.7 5.6 0.2629
O -5.148382 2.309893 0.508945 6.9 2.8 -5.9 -0.5428
Br -3.929827 1.504306 -1.968975 0.0 1.5 1.5 -0.1322
P -2.637373 6.581382 -1.303238 -1.0 0.9 -4.1 0.5041
N -2.759644 7.251258 -2.805286 0.2 -1.9 2.2 -0.7428
S 0.005711 2.645880 0.239196 0.1 -8.2 -3.5 0.9715
O 1.328075 1.905447 -0.056337 -3.3 3.8 1.8 -0.5561
O -1.140856 1.609824 -0.082214 3.2 5.0 1.8 -0.5282
C -0.004890 2.928285 2.129277 -0.2 0.6 3.0 0.5848
F -1.347138 2.614135 2.737257 4.3 1.5 -2.1 -0.2574
F 0.487796 4.272213 2.510287 -2.0 -4.2 -1.0 -0.2123
C 1.037700 1.825813 2.834587 0.6 -1.1 2.6 0.5516
F 0.723199 0.416464 2.460964 1.5 5.2 1.1 -0.1857
F 2.463879 2.196719 2.692688 -5.2 -1.6 0.2 -0.1960
F 0.735268 1.918177 4.312409 1.2 -0.4 -4.8 -0.2640
H -0.774608 6.311360 -5.639057 1.9 0.3 2.7 0.3241
H 0.575502 7.247716 -1.092719 0.6 -1.7 -1.7 0.3323
H 2.173973 6.846981 -2.002310 -2.5 -0.9 0.3 0.5455
H 2.689766 5.944016 -0.057425 -0.7 -1.3 0.2 0.3271
H 2.539261 4.251524 0.312015 -0.4 1.2 -0.5 0.3005
H 2.869594 4.856626 -2.764930 -1.8 -1.5 1.1 0.3250
H 2.822574 3.338197 -1.647431 -1.8 1.5 -1.2 0.2916
H 0.341444 3.744082 -3.796007 2.1 -0.7 1.0 0.1471
H 2.074380 3.269596 -4.370596 -1.4 0.5 1.8 0.2633
H 0.322400 1.410941 -3.729929 1.4 0.5 0.7 0.1304
H 1.947340 1.230366 -3.144381 -1.3 0.7 -0.2 0.1675
H -0.648445 5.026125 0.089442 1.2 -1.6 -1.4 0.7249
H -3.277926 4.367803 -2.288879 1.8 0.8 1.8 0.5005
H -4.045498 4.855002 0.307736 1.6 -2.0 -0.7 0.4852
H -2.516998 3.906110 0.865007 -1.5 -0.2 -1.8 0.1346
H -1.526715 7.094702 -0.544045 -0.7 -0.4 0.2 0.0566
H -3.877349 6.923696 -0.592456 1.3 -0.5 0.2 0.0941
H -2.719047 6.477258 -3.506253 0.1 0.9 0.7 0.2376
C -0.537443 -3.731729 -5.540037 -0.2 0.3 -0.1 -1.0798
C 0.955293 -3.485088 -5.422019 -0.4 -0.6 0.6 -0.1898
O 1.397375 -2.559485 -6.426668 0.1 2.1 -0.1 -0.3248
C 1.173159 -1.233133 -6.163246 -1.1 -1.6 2.6 0.3640
O 0.627097 -0.820317 -5.143123 1.3 -0.5 -2.6 -0.4998
C 1.732163 -0.358704 -7.284995 0.8 1.6 -2.0 0.8612
F 1.403669 -0.819060 -8.525446 0.1 0.1 1.3 -0.2441
F 3.094071 -0.291098 -7.253661 -1.1 -0.3 0.4 -0.2559
F 1.286738 0.928127 -7.230117 0.2 -1.4 0.4 -0.2330
H -0.794146 -4.059311 -6.552538 0.1 -0.1 0.2 0.3022
H -0.861271 -4.495027 -4.826941 0.1 0.1 -0.1 0.3635
H -1.106570 -2.816982 -5.348673 0.1 -0.1 0.1 0.3026
H 1.495058 -4.422223 -5.594123 0.1 0.4 -0.2 0.3150
H 1.230998 -3.134063 -4.420786 -0.1 0.2 -0.3 0.2978
C -1.938685 -1.978807 5.251453 -0.3 -0.3 0.1 -1.1864
C -1.182574 -2.065549 3.938521 0.0 0.8 0.4 -0.0523
O -1.198513 -3.408893 3.431896 -1.2 -1.2 -1.2 -0.2831
C -2.341986 -3.792884 2.780824 -0.7 3.2 0.8 0.3951
O -3.317650 -3.063354 2.622342 2.1 -2.3 0.1 -0.5290
C -2.208274 -5.220870 2.253181 -0.2 -2.3 -1.0 0.8235
F -1.691918 -6.078428 3.178669 -0.6 1.0 -0.4 -0.2661
F -1.384925 -5.292777 1.168159 -0.6 0.5 0.9 -0.2580
F -3.398225 -5.758704 1.863181 1.1 1.0 0.5 -0.2472
H -1.542923 -2.702113 5.971567 0.1 0.2 -0.1 0.3031
H -1.860846 -0.974564 5.677399 0.0 -0.1 -0.1 0.3694
H -2.998414 -2.214558 5.114760 0.1 0.1 -0.1 0.3296
H -0.132849 -1.800814 4.103394 -0.1 -0.4 -0.2 0.2638
H -1.578409 -1.364179 3.194818 -0.1 -0.3 0.1 0.2973
C 1.181801 -6.920877 3.928056 0.3 0.2 0.0 -0.6180
C 0.804015 -7.940829 4.986355 -0.6 0.4 -0.5 -0.2531
O 1.978259 -8.488007 5.605420 1.2 0.5 1.6 -0.3110
C 2.560263 -7.717339 6.578155 -2.6 1.8 -0.9 0.3806
O 2.136178 -6.618052 6.925968 1.4 -2.6 -0.5 -0.5152
C 3.765857 -8.434401 7.184617 2.2 -1.0 1.0 0.8272
F 4.583511 -8.981113 6.240634 -1.0 0.6 0.5 -0.2387
F 3.395109 -9.459043 8.004983 -0.2 0.9 -0.8 -0.2450
F 4.552759 -7.612837 7.935063 -1.2 -0.5 -0.9 -0.2357
H 1.872374 -7.359394 3.200611 -0.2 -0.1 0.1 0.3148
H 0.292922 -6.561406 3.402065 0.4 -0.2 0.2 -0.0232
H 1.692149 -6.060422 4.371285 -0.2 -0.1 0.0 0.3044
H 0.274486 -8.776076 4.516089 0.4 -0.1 0.2 0.3422
H 0.129815 -7.514908 5.738516 0.3 0.0 0.0 0.3079
```
Positions in Å, forces in eV/Å.

Properties
Gap between HOMO and LUMO: 8.07 eV
SMILES: C#CC[C@](N)(CCN)[C@@H](O[C@@H](CC(=O)Br)[PH2]=N)S(=O)(=O)C(F)(F)C(F)(F)F.CCOC(=O)C(F)(F)F.CCOC(=O)C(F)(F)F.CCOC(=O)C(F)(F)F



2.
# C3H14NO4

A 4-piece molecular cluster, C3H14NO4 overall in a non-equilibrium geometry (ωB97M-V with the def2-TZVPD basis set, OMol25).

Geometry as XYZ:
```
22
Properties=species:S:1:pos:R:3:forces:R:3:nbo_charge:R:1
C 2.364779 -0.014044 0.836164 -0.8 0.5 -1.2 -0.2145
C 1.074340 0.031595 0.002057 -0.2 0.8 0.5 -0.4429
C -0.197450 -0.004119 0.895166 0.7 0.0 -1.3 -0.0306
O -1.346935 -0.017498 0.151096 -0.5 -0.4 -0.4 -0.9461
N 3.606034 -0.038912 0.065073 0.4 -0.7 0.7 -0.8491
H 2.295665 -0.876518 1.485376 0.4 -0.2 0.4 0.1733
H 2.371717 0.900946 1.419226 0.1 0.0 0.5 0.1777
H 1.026795 1.004636 -0.497430 0.1 -0.1 -0.3 0.1911
H 1.024187 -0.741690 -0.764778 0.1 -0.2 0.0 0.1880
H -0.165550 0.922186 1.467204 0.2 0.0 0.9 0.1312
H -0.108275 -0.914168 1.488305 -0.1 -0.1 0.8 0.1248
H 3.794427 0.812436 -0.429390 -0.2 0.3 -0.2 0.3489
H 3.586205 -0.802480 -0.590624 0.0 0.0 -0.3 0.3457
H -2.238564 -1.286743 -2.315154 -0.2 0.3 0.4 0.4537
H -1.122755 -0.993876 -1.212245 -1.0 0.2 -0.1 0.5116
O -1.328662 -1.455150 -2.077986 0.9 -0.4 -0.3 -1.0257
H -1.322046 1.779590 -2.077822 0.0 0.2 -0.1 0.4435
H -1.580376 1.305493 -0.673372 0.1 0.4 0.2 0.5050
O -1.605185 2.158646 -1.238082 0.0 -0.6 -0.1 -1.0255
H -4.125265 -0.830678 1.186898 0.3 0.1 -0.1 0.4437
H -2.615359 -0.373844 1.135524 0.0 0.1 -0.2 0.5138
O -3.387734 -0.565810 1.744798 -0.2 -0.1 0.3 -1.0177
```
Positions in Å, forces in eV/Å.

Properties
Net charge: -1
Energy relative to the best compared isomer or geometry (same formula, charge and spin): 0.3254 eV
Gap between HOMO and LUMO: 8.45 eV



3.
# C60H50N5O2PdSSiTe

C60H50N5O2PdSSiTe as an isolated structure (ωB97M-V with the def2-TZVPD basis set, OMol25).

Geometry as XYZ:
```
121
Properties=species:S:1:pos:R:3:forces:R:3:mulliken_charge:R:1
Pd 0.341386 -0.245022 -0.773256 -0.2 -0.3 -0.5 -0.7802
S -0.879189 -2.164800 -0.385888 -0.2 0.3 0.2 -0.5685
C -2.483274 -1.463914 -0.169868 0.1 0.2 -0.1 0.4911
N -3.473616 -2.276993 -0.166225 -0.3 -0.3 -0.3 -0.9658
N -4.774761 -1.798088 -0.216060 0.0 0.2 0.3 0.0864
C -5.318670 -0.735544 -0.926875 0.3 -0.1 0.0 0.2512
C -6.520632 -0.182979 -0.488990 -0.2 0.2 0.0 -0.6434
C -7.117044 0.861113 -1.190648 0.0 -0.1 0.0 -0.5471
C -6.530617 1.371080 -2.337760 0.1 -0.1 0.0 -0.7824
C -5.345085 0.790338 -2.796600 -0.1 0.0 0.1 -0.6904
C -4.750633 -0.254689 -2.115367 0.2 0.0 0.0 0.3225
N -2.782745 -0.070893 0.035761 -0.5 -0.8 0.1 -0.2884
N -1.858081 0.725338 0.008648 0.0 0.8 0.1 2.1817
C -2.283047 2.079919 0.304386 0.1 -0.3 0.0 -0.7525
C -1.282085 3.028262 0.333355 0.3 0.2 0.0 0.3653
C -1.586268 4.361668 0.582604 0.0 -0.1 0.0 -0.8136
C -2.903640 4.738913 0.798479 0.0 0.0 0.0 -0.6174
C -3.911707 3.778810 0.771081 0.1 0.0 0.0 -0.6783
C -3.605385 2.450926 0.527457 -0.1 -0.1 0.0 -0.4930
H -5.355969 -2.240765 0.469953 -0.1 -0.1 0.0 0.2434
H -6.980127 -0.557016 0.420782 0.0 0.0 0.0 0.3489
H -8.045650 1.282311 -0.822486 0.0 0.0 0.0 0.3515
H -6.980398 2.202414 -2.866075 0.0 0.0 0.0 0.4008
H -4.874871 1.152266 -3.704611 0.0 0.0 0.0 0.4722
H -3.838581 -0.706520 -2.500244 -0.2 0.2 0.1 0.6515
H -0.258903 2.710037 0.170656 0.0 0.0 0.0 -0.1126
H -0.791267 5.096960 0.605793 0.0 0.0 0.0 0.4695
H -3.146153 5.776332 0.994065 0.0 0.0 0.0 0.3984
H -4.942772 4.066802 0.939858 0.0 0.0 0.0 0.4229
H -4.376783 1.694654 0.503234 0.0 0.0 0.0 0.2935
C 2.937067 -1.966154 6.265477 0.0 0.0 -0.1 -1.6730
C 2.242991 -1.518016 4.999177 0.1 0.0 0.0 -0.2069
C 0.928143 -1.092555 4.997313 -0.1 0.0 0.0 -0.8450
C 0.272480 -0.645961 3.848751 -0.1 0.1 0.0 0.7605
C -1.150300 -0.247399 3.941325 0.1 0.0 0.1 0.3718
O -1.913775 -0.088240 3.008901 0.0 -0.1 -0.1 -0.4374
C -1.735151 -0.030592 5.327919 0.2 -0.1 0.0 -0.1468
C -2.783999 -0.834883 5.757140 -0.1 0.0 0.0 -0.1940
C -3.355132 -0.637500 7.008292 0.0 0.0 -0.1 -0.6764
C -2.892367 0.381440 7.832487 0.0 0.0 -0.1 -0.3613
C -1.853729 1.197482 7.400436 0.0 0.0 0.0 -0.7472
C -1.273577 0.985499 6.156036 0.0 0.0 0.1 0.1164
C 0.967815 -0.598130 2.576962 -0.1 0.1 0.0 -0.7639
O 0.420685 -0.068874 1.579235 0.1 0.1 -0.1 0.2934
C 2.331064 -1.114772 2.577499 0.0 0.0 -0.1 0.6978
C 2.909288 -1.514573 3.773706 0.0 0.0 0.0 -0.5367
C 3.138996 -1.229083 1.337419 0.1 0.0 0.3 0.5456
N 2.617072 -1.182288 0.178978 0.1 0.0 -0.2 0.1304
C 3.416399 -1.307756 -1.032461 0.0 0.1 0.2 -0.1310
C 3.775551 0.045523 -1.633130 -0.1 -0.1 0.0 -1.0830
Te 2.108734 1.428784 -1.670158 0.3 -0.1 0.0 -0.0943
C 2.927137 2.408295 0.022363 -0.1 0.1 0.1 0.4317
C 2.356069 2.270503 1.282141 0.1 0.1 0.1 0.9797
C 2.976089 2.855805 2.384658 0.0 0.0 -0.1 -0.8203
C 4.148848 3.583029 2.228346 0.0 0.0 0.0 -0.5527
C 4.709707 3.728365 0.963291 0.0 0.0 0.0 -0.7313
C 4.098678 3.143562 -0.138651 0.0 0.0 0.1 -0.4565
C 4.629928 -1.383700 1.511340 -0.1 0.1 0.0 -0.9569
C 5.245890 -2.630215 1.484529 0.0 0.0 0.0 0.1511
C 6.624740 -2.735557 1.610520 0.0 0.0 0.0 -0.7877
C 7.400617 -1.592984 1.764956 -0.1 0.0 0.0 -0.4732
C 6.789235 -0.345085 1.794170 0.0 0.0 0.0 -0.7756
C 5.409044 -0.241449 1.668570 0.0 0.1 0.0 0.4993
H 2.219431 -2.091900 7.078100 0.0 0.0 0.0 0.3646
H 3.686090 -1.239904 6.597432 0.0 0.0 0.0 0.2985
H 3.454091 -2.919209 6.125663 0.0 0.0 0.0 0.3552
H 0.380783 -1.123894 5.934565 0.0 0.0 0.0 0.2807
H -3.147548 -1.617513 5.100586 0.0 0.0 0.0 0.4138
H -4.163297 -1.278377 7.340023 0.0 0.0 0.0 0.3784
H -3.340628 0.540499 8.806151 0.0 0.0 0.0 0.3694
H -1.489190 1.994285 8.038165 0.0 0.0 0.0 0.3811
H -0.452636 1.610836 5.821077 0.0 0.0 0.0 0.4417
H 3.938089 -1.862624 3.760705 0.0 0.0 0.0 0.4940
H 2.805730 -1.851955 -1.745785 -0.1 -0.1 -0.1 -0.3498
H 4.343656 -1.871015 -0.885978 0.1 0.0 0.0 0.4941
H 4.143605 -0.070153 -2.651150 0.0 0.0 0.0 0.5338
H 4.529322 0.553085 -1.034418 0.0 0.1 0.0 0.6614
H 1.459742 1.673599 1.414673 0.0 0.0 0.0 -0.6707
H 2.543107 2.719716 3.369308 0.0 0.0 0.0 0.4645
H 4.628832 4.034844 3.088726 0.0 0.0 0.0 0.3760
H 5.622527 4.297319 0.833239 0.0 0.0 0.0 0.3835
H 4.540259 3.254796 -1.123556 0.0 0.0 0.0 0.4222
H 4.637003 -3.519726 1.364176 0.0 0.0 0.0 0.4873
H 7.093772 -3.711923 1.584869 0.0 0.0 0.0 0.4009
H 8.476007 -1.674500 1.860871 0.0 0.0 0.0 0.3626
H 7.386119 0.552009 1.914792 0.0 0.0 0.0 0.4356
H 4.926546 0.733270 1.695554 0.0 -0.1 0.0 0.1527
C 3.079633 -3.275786 -4.968656 -0.1 0.0 0.0 -0.6519
C 3.150427 -1.890015 -4.953282 -0.1 0.0 0.1 -1.1587
C 2.138378 -1.149806 -4.350367 0.0 -0.1 0.1 0.2921
C 1.027522 -1.761206 -3.754788 0.1 -0.1 -0.1 0.3582
C 0.990231 -3.161706 -3.767610 0.1 0.0 0.0 -0.4641
C 1.999798 -3.909373 -4.363136 0.0 0.1 0.0 -0.6899
Si -0.375199 -0.777926 -2.923937 0.2 0.1 0.2 1.2458
C -0.557010 0.892235 -3.835034 0.0 0.2 -0.2 0.9631
C -0.053340 1.183567 -5.111027 -0.1 0.1 0.1 -0.5593
C -0.309804 2.400293 -5.736635 0.0 0.0 0.1 -0.8068
C -1.084143 3.362623 -5.103406 0.0 0.0 0.0 -0.7405
C -1.603813 3.096142 -3.842753 0.0 -0.1 0.0 -0.7199
C -1.341953 1.878511 -3.226483 0.0 0.0 0.0 -0.9334
C -1.927194 -1.692486 -3.630009 -0.1 -0.1 0.1 0.7760
C -2.390655 -1.270912 -4.886397 0.0 0.0 0.1 -0.2904
C -3.394706 -1.946285 -5.571056 0.0 0.1 0.1 -0.8904
C -3.988204 -3.068356 -5.013281 0.0 0.0 0.0 -0.6261
C -3.570080 -3.496529 -3.762467 0.1 0.1 0.1 -0.8136
C -2.558732 -2.821660 -3.084149 0.1 -0.1 -0.2 -0.0632
H 3.857671 -3.857229 -5.449206 0.0 0.0 0.0 0.3730
H 3.995925 -1.384395 -5.409025 0.0 0.0 0.0 0.4064
H 2.232894 -0.068356 -4.327023 0.0 0.0 -0.1 0.7660
H 0.160370 -3.678092 -3.293800 0.0 0.0 -0.1 0.2781
H 1.939552 -4.992114 -4.360100 0.0 0.0 0.0 0.4138
H 0.530479 0.442772 -5.643234 0.0 0.0 0.0 0.5240
H 0.087579 2.591278 -6.727079 0.0 0.0 0.0 0.4082
H -1.286404 4.308903 -5.591193 0.0 0.0 0.0 0.3433
H -2.213668 3.833427 -3.332525 0.0 0.0 0.0 0.5114
H -1.767140 1.692721 -2.244010 0.1 0.0 -0.1 0.3072
H -1.966843 -0.389448 -5.348483 0.0 0.0 0.0 0.2877
H -3.717774 -1.585172 -6.540851 0.0 0.0 0.0 0.4260
H -4.770840 -3.597038 -5.545159 0.0 0.0 0.0 0.3588
H -4.035208 -4.358777 -3.297493 0.0 0.0 0.0 0.4516
H -2.266786 -3.174800 -2.106835 0.0 -0.1 -0.1 0.4426
```
Positions in Å, forces in eV/Å.

Properties
Net charge: -1
Energy relative to the best compared isomer or geometry (same formula, charge and spin): 1.1390 eV
Gap between HOMO and LUMO: 6.37 eV



Q: The lowest gap between HOMO and LUMO belongs to which entry?
A: C60H50N5O2PdSSiTe